No. 1
# C19H27CuGeNSi

C19H27CuGeNSi as an isolated structure in a non-equilibrium geometry (ωB97M-V with the def2-TZVPD basis set, the Open Molecules 2025 dataset).

Results
Charge ... -1
E_HOMO ... -2.825 eV
Energy above the lowest of the compared OMol25 structures with the same formula, charge and spin ... 19.8 kcal per mole
Largest force on an atom ... 0.022 hartree/bohr
E ... -130664.8418 eV
Gap between HOMO and LUMO ... 5.2 eV

Positions of all 50 atoms, in Å:
Cu -0.2848 -0.2371 -0.3809
N -1.2870 -1.8123 -0.3676
C -1.9675 -2.7409 -0.3657
C -2.8222 -3.9192 -0.3532
C -2.5889 -4.9311 0.5682
C -3.4053 -6.0539 0.5813
C -4.4456 -6.1704 -0.3304
C -4.6724 -5.1583 -1.2530
C -3.8650 -4.0289 -1.2629
H -1.7692 -4.8315 1.2671
H -3.2235 -6.8395 1.3024
H -5.0789 -7.0485 -0.3214
H -5.4827 -5.2431 -1.9647
H -4.0358 -3.2282 -1.9698
C 2.9185 -1.4683 -1.6166
Si 2.0550 -0.2341 -0.4357
C 2.9814 -0.5739 1.1968
C 2.8523 1.4058 -1.0432
C 2.4490 1.9459 -2.2754
C 2.9665 3.1360 -2.7703
C 3.9090 3.8462 -2.0310
C 4.3214 3.3456 -0.8042
C 3.8005 2.1447 -0.3265
H 4.0118 -1.3742 -1.5718
H 2.6074 -1.3078 -2.6544
H 2.6474 -2.4976 -1.3556
H 4.0713 -0.5644 1.0604
H 2.6966 -1.5627 1.5717
H 2.7292 0.1468 1.9825
H 1.6883 1.4268 -2.8539
H 2.6253 3.5194 -3.7260
H 4.3083 4.7820 -2.4050
H 5.0474 3.8926 -0.2121
H 4.1395 1.7815 0.6389
C -2.3670 3.9651 1.5480
Ge -1.2194 2.3707 1.3063
C -1.7003 1.1821 2.8007
C 0.6020 2.9905 1.6556
C -1.4085 1.4760 -0.3504
H -2.2406 4.4130 2.5391
H -3.4197 3.6980 1.4190
H -2.1133 4.7154 0.7939
H -1.5960 1.6845 3.7673
H -1.0462 0.3059 2.7871
H -2.7331 0.8367 2.6979
H 0.6537 3.4994 2.6235
H 0.9373 3.6793 0.8759
H 1.2913 2.1452 1.6630
H -1.0510 2.1607 -1.1325
H -2.4868 1.3302 -0.5125

Force components x, y, z for each atom (eV/Å):
Cu 0.6 1.0 0.0
N -0.4 -0.6 0.0
C -0.6 -0.8 0.0
C 0.6 0.8 0.0
C 0.0 -0.3 0.2
C 0.1 0.1 0.0
C 0.0 0.0 0.0
C 0.1 0.1 0.0
C -0.3 -0.1 -0.2
H 0.0 0.0 0.0
H 0.0 0.0 0.0
H 0.0 0.0 0.0
H 0.0 0.0 0.0
H 0.0 0.0 0.0
C 0.1 -0.1 -0.1
Si -0.2 0.0 -0.1
C 0.1 0.0 0.2
C 0.0 0.2 -0.1
C 0.0 0.0 0.1
C 0.0 0.0 0.1
C 0.0 -0.1 0.0
C -0.1 -0.1 0.0
C 0.0 0.0 0.0
H -0.1 0.0 0.0
H 0.0 0.0 0.1
H 0.0 0.0 0.0
H 0.0 0.0 0.1
H 0.0 0.0 0.0
H 0.0 0.0 -0.1
H 0.0 0.0 0.0
H 0.0 0.0 0.0
H 0.0 0.0 0.0
H 0.0 0.0 0.0
H 0.0 0.0 0.0
C -0.1 0.2 0.0
Ge 0.0 0.0 0.3
C 0.0 -0.1 0.1
C 0.2 0.1 0.1
C -0.2 -0.1 -0.4
H 0.0 0.0 0.0
H 0.0 0.0 0.0
H 0.0 0.0 0.0
H 0.0 0.0 0.0
H 0.0 0.0 0.0
H 0.0 0.0 0.0
H 0.0 0.0 -0.1
H 0.0 0.0 0.0
H 0.0 0.0 0.0
H 0.0 -0.1 0.0
H 0.0 -0.1 -0.1

=====

No. 2
# C11H28N6O7

A 6-piece molecular cluster, C11H28N6O7 overall in a non-equilibrium geometry (ωB97M-V with the def2-TZVPD basis set, the Open Molecules 2025 dataset).

Results
Structure (SMILES) ... C[N+](=O)[O-].CC(N)=O.CC(N)=O.CC(N)=O.CC(N)=O.CC(N)=O
E_HOMO ... -9.405 eV
Largest force on an atom ... 0.073 hartree/bohr
E ... -35134.3317 eV
Gap between HOMO and LUMO ... 9.6 eV

Positions of all 52 atoms, in Å:
C 9.1596 11.9651 9.7115
N 8.4131 11.1225 8.7802
O 7.7420 11.6984 8.0154
O 8.4757 9.9130 8.8723
H 9.6590 12.7403 9.1017
H 9.8647 11.3734 10.3178
H 8.3529 12.4119 10.2774
C 10.5547 11.1120 5.9203
C 11.4358 11.0464 7.0917
N 11.3273 10.0525 7.9566
O 12.1661 12.0299 7.2948
H 11.1618 11.0004 5.0125
H 10.1676 12.0986 5.7271
H 9.7947 10.3562 5.9543
H 10.8733 9.2265 7.7418
H 11.8970 10.0224 8.7742
C 5.5956 15.7826 11.2567
C 7.0649 15.4341 10.9856
N 7.8165 16.4861 10.7032
O 7.4620 14.2676 10.9172
H 5.3003 16.7915 11.0041
H 5.3552 15.4919 12.3028
H 4.9631 15.0260 10.6362
H 7.5059 17.4375 10.5599
H 8.8144 16.2874 10.4980
C 11.6306 5.9528 10.4211
C 11.2910 7.4570 10.1593
N 9.9922 7.7498 10.2711
O 12.0731 8.2507 9.7496
H 11.0725 5.5807 11.2566
H 12.6866 5.9206 10.5479
H 11.2847 5.5268 9.4716
H 9.5357 8.6617 10.0566
H 9.3076 6.9948 10.3686
C 10.1808 14.8628 7.1325
C 11.0469 15.0441 8.4175
N 12.3523 14.6221 8.4676
O 10.4521 15.5513 9.3789
H 9.5251 15.7066 6.9330
H 9.4945 14.0249 7.2651
H 10.9094 14.6219 6.3282
H 12.8824 14.7145 9.3361
H 12.6498 13.8278 7.8865
C 6.3792 15.4947 5.6114
C 5.9318 15.4947 7.0773
N 6.4459 14.5164 7.8744
O 5.1742 16.3451 7.5070
H 5.7443 14.7994 5.0745
H 7.4256 15.2102 5.5999
H 6.2394 16.5047 5.1502
H 6.2612 14.3548 8.8804
H 6.9285 13.7355 7.4487

Force components x, y, z for each atom (eV/Å):
C 0.9 0.3 0.3
N 1.8 -1.3 1.8
O -2.1 1.4 -2.7
O -0.1 -0.7 0.1
H -0.2 -0.4 0.5
H -0.5 0.3 -0.4
H 0.2 0.4 0.5
C 0.2 -0.7 -1.6
C 0.7 2.6 0.4
N 0.7 1.1 0.2
O 0.1 -0.7 0.2
H 0.0 -0.5 0.2
H -0.4 0.4 0.7
H -0.6 -0.3 -0.3
H -1.1 -1.6 -0.5
H 0.5 -0.1 0.3
C -0.8 -2.7 -0.3
C -1.7 -0.1 -0.6
N 2.6 0.4 -0.3
O -0.2 0.6 0.4
H 0.0 0.1 0.1
H 0.2 0.5 -0.5
H 1.0 1.5 0.9
H -0.3 -0.5 0.3
H -0.9 0.2 -0.1
C -0.9 2.2 -1.1
C -1.2 -2.4 0.4
N -2.9 0.2 0.3
O 2.4 1.6 -0.3
H -0.2 -0.4 0.4
H 0.7 -0.5 0.0
H 0.4 -0.6 0.3
H 1.1 -0.9 0.0
H 0.7 0.5 0.2
C 2.1 -0.8 0.0
C -1.7 0.3 0.9
N -0.2 -0.2 -0.4
O 1.2 -0.1 -0.4
H 0.5 0.3 0.1
H 0.2 -0.2 0.1
H -0.9 0.3 0.0
H -0.8 0.1 -0.3
H -0.4 0.6 0.1
C -0.2 0.7 0.6
C -0.4 0.5 0.4
N 0.4 -1.0 0.1
O 0.0 0.1 0.1
H 0.1 -0.3 -0.2
H 0.1 -0.2 -0.5
H 0.1 -0.9 0.7
H -0.1 0.7 -1.2
H 0.0 0.3 0.1

=====

No. 3
# C4H9N4O4S3

C4H9N4O4S3 as an isolated structure in a non-equilibrium geometry (ωB97M-V with the def2-TZVPD basis set, the Open Molecules 2025 dataset).

Results
Charge ... -1
E_HOMO ... -5.002 eV
Energy above the lowest of the compared OMol25 structures with the same formula, charge and spin ... 13.5 kcal per mole
Largest force on an atom ... 0.089 hartree/bohr
E ... -50950.1804 eV
Gap between HOMO and LUMO ... 7.8 eV

Positions of all 24 atoms, in Å:
C 5.6010 0.6938 0.7981
C -0.7870 -1.3500 0.6593
C -1.1257 2.0412 0.0609
C -0.6751 1.5994 1.3995
N -1.3442 -2.5413 0.4478
N 0.2146 -1.0162 -0.1960
N -0.6159 0.4389 2.0445
N -1.1886 -0.6692 1.6798
O 4.6855 1.4430 0.9468
O 2.7140 0.1388 -0.6863
O 6.7814 0.6570 0.9231
O 5.0237 -0.7690 -0.0296
S 3.2509 -2.5415 -1.2866
S 0.3866 2.4512 -1.0603
S 3.5161 -1.1166 0.0431
H -1.6265 1.2744 -0.4645
H -1.8174 2.9759 0.2132
H -0.1020 2.2812 1.9559
H -0.9249 -3.0548 -0.2978
H -2.1818 -2.8837 0.9003
H 0.5306 -1.8097 -0.7821
H 0.8615 -0.1405 -0.0856
H 3.2921 0.9005 -0.4355
H 1.0689 1.1865 -0.9541

Force components x, y, z for each atom (eV/Å):
C 1.3 0.9 0.0
C 0.4 2.2 1.4
C 0.0 1.5 0.1
C 0.9 -3.1 1.4
N -0.7 -2.0 -0.9
N 1.3 0.9 -0.6
N 0.8 4.5 -0.5
N -1.5 -2.1 -1.1
O -1.6 0.1 -0.1
O 1.2 1.0 -0.1
O 0.0 -1.2 -0.2
O -0.2 0.5 -0.1
S -0.1 0.1 0.3
S -0.3 -1.3 0.9
S 0.3 -1.5 0.2
H -0.9 -0.7 -0.5
H 1.5 -1.5 -0.8
H 0.5 1.3 0.5
H -0.4 -0.6 -0.1
H 0.5 0.5 -0.1
H 0.4 1.3 0.5
H -1.8 -3.0 0.1
H -0.4 0.1 0.1
H -1.2 2.1 -0.3

=====

No. 4
# C7H34N2O13

A 10-piece molecular cluster, C7H34N2O13 overall in a non-equilibrium geometry (ωB97M-V with the def2-TZVPD basis set, the Open Molecules 2025 dataset).

Results
Structure (SMILES) ... NC(N)=O.OCCO.OCCO.OCCO.O.O.O.O.O.O
E_HOMO ... -9.866 eV
Largest force on an atom ... 0.078 hartree/bohr
E ... -37405.7482 eV
Gap between HOMO and LUMO ... 9.7 eV

Positions of all 56 atoms, in Å:
N 2.2168 -5.1281 7.4246
C 2.5422 -3.8879 7.0899
N 2.6031 -3.1909 8.2280
O 2.9088 -3.4408 6.0137
H 1.9188 -5.3313 8.3680
H 2.2026 -5.8840 6.7550
H 2.0727 -3.4034 9.0608
H 2.5408 -2.2143 7.9781
O 5.6467 0.4039 -7.3407
C 4.6435 1.3445 -7.0012
C 4.5246 1.5912 -5.4781
O 4.2996 0.4436 -4.6332
H 6.1882 0.7084 -8.0727
H 4.8574 2.2820 -7.5146
H 3.6615 1.0207 -7.3460
H 3.8522 2.4193 -5.2537
H 5.5425 1.8435 -5.1806
H 3.3876 0.1511 -4.6995
O -4.7553 0.3136 -5.3954
C -4.7764 -0.2169 -4.0753
C -6.1220 -0.4110 -3.3780
O -6.7256 0.8760 -3.3529
H -4.0038 -0.0865 -5.8389
H -4.4070 -1.2350 -4.1983
H -4.0992 0.2648 -3.3701
H -5.9799 -0.8566 -2.3934
H -6.8066 -1.0212 -3.9670
H -6.3550 1.3813 -2.6256
O -0.3737 2.1635 1.9033
C 0.4090 1.7174 0.7829
C 1.5659 0.9215 1.3622
O 1.1539 -0.3558 1.8350
H -0.4542 1.3234 2.3609
H -0.2275 1.0976 0.1514
H 0.9306 2.5234 0.2668
H 1.9532 1.5546 2.1605
H 2.2738 0.6953 0.5649
H 1.7181 -0.6811 2.5404
O -2.0251 0.2780 5.9599
H -2.1660 -0.5473 6.4239
H -1.5557 0.8286 6.5867
O -1.0813 -3.6669 -0.3042
H -0.4022 -3.0589 -0.0121
H -1.8344 -3.4715 0.2534
O -5.0329 3.3375 0.6477
H -5.4623 3.4407 1.4969
H -4.1250 3.1236 0.8623
O -3.5497 -2.1213 2.8895
H -2.9242 -1.5110 3.2801
H -3.6939 -2.7829 3.5660
O 6.9457 -0.9525 -1.1546
H 7.0098 -0.1403 -0.6521
H 6.4489 -0.7123 -1.9367
O -2.3907 6.4415 -0.7069
H -3.0180 5.7200 -0.7539
H -1.6707 6.0993 -0.1771

Force components x, y, z for each atom (eV/Å):
N -1.0 -3.2 -0.8
C 1.1 -0.3 -0.6
N 0.0 3.8 1.4
O -0.6 -0.4 0.1
H 0.2 -0.1 -0.5
H 0.0 0.3 0.1
H 0.0 -0.3 -0.3
H 0.3 0.3 0.5
O -0.1 -0.3 0.5
C -0.6 0.0 0.3
C 1.7 -0.8 0.0
O -0.2 0.5 -0.7
H -0.2 0.2 0.1
H -0.1 0.3 0.3
H -0.1 -0.3 -0.3
H -0.2 0.0 -0.1
H 0.0 0.5 0.1
H -0.1 0.0 -0.1
O -0.7 0.6 0.5
C 0.5 -2.4 0.1
C 0.2 1.6 -1.6
O -0.7 0.0 0.6
H -0.1 0.1 0.0
H 0.4 -0.4 0.4
H 0.1 0.6 -0.2
H 0.1 0.0 0.1
H 0.2 -0.2 0.0
H 0.1 0.1 0.1
O 0.2 0.1 -0.8
C 0.5 -0.6 1.1
C 0.2 -0.6 -0.8
O -0.9 0.0 0.3
H -0.5 0.0 0.7
H 0.2 0.1 -0.5
H -0.8 0.4 -0.1
H 0.4 -0.1 0.0
H 0.5 0.6 0.0
H 0.1 0.2 0.0
O -0.1 0.0 -0.3
H -0.1 -0.2 0.1
H 0.1 0.2 0.1
O 0.0 -0.2 -0.2
H 0.2 0.2 0.1
H -0.2 0.1 0.2
O -0.1 0.0 -0.3
H -0.2 0.0 0.2
H 0.3 -0.1 0.1
O -0.1 0.0 -0.3
H 0.2 0.3 0.1
H -0.1 -0.2 0.1
O 0.1 -0.2 0.1
H 0.0 0.2 0.1
H -0.2 0.0 -0.3
O 0.0 0.2 -0.1
H -0.3 -0.2 0.0
H 0.2 0.0 0.1